No. 1
{"formula": "C4H11NO", "method": "ωB97M-V/def2-TZVPD", "spin_multiplicity": 2, "s_squared": 0.789, "de_lowest_kcal_mol": 57.73, "charge": 1, "symbols": ["C", "C", "O", "N", "H", "H", "H", "H", "H", "C", "C", "H", "H", "H", "H", "H", "H"], "positions_angstrom": [[-1.66872, 1.94585, -0.65177], [-0.63197, 2.05658, 0.42370], [-0.82623, 2.72049, 1.44889], [0.57758, 1.40625, 0.34776], [-1.50586, 1.04396, -1.24990], [-1.61460, 2.80763, -1.31283], [1.10730, 1.21125, 1.18694], [0.70611, 0.91622, -0.53764], [-2.62745, 1.84595, -0.15384], [1.11710, -1.86761, -0.66912], [0.53914, -2.16615, 0.72478], [2.01136, -1.31493, -0.38270], [1.38581, -2.72229, -1.28752], [0.38687, -1.40283, -1.34084], [0.14218, -3.15065, 0.93985], [-0.30187, -1.49844, 0.98944], [1.20325, -1.83126, 1.52480]], "forces_ev_per_a": [[0.88, -0.85, -0.27], [-0.10, 0.09, -0.05], [0.25, 0.15, 0.75], [-1.93, 0.07, -0.92], [-0.04, 0.14, -0.03], [-0.22, 0.18, 0.09], [0.53, 0.19, 0.22], [0.78, -0.46, 0.21], [-0.14, 0.32, -0.01], [-0.32, -0.42, 0.61], [-1.06, 0.94, 0.67], [0.14, 0.42, -1.21], [0.38, -0.29, 0.55], [0.22, 0.69, 0.28], [0.31, -0.27, -0.16], [-0.23, -0.14, -0.61], [0.55, -0.77, -0.12]]}

No. 2
{"formula": "C4H5NO", "method": "ωB97M-V/def2-TZVPD", "smiles": "CCC(=O)C#N", "de_lowest_kcal_mol": 19.88, "charge": 0, "symbols": ["C", "C", "C", "O", "C", "N", "H", "H", "H", "H", "H"], "positions_angstrom": [[-1.55325, 0.29256, -0.18369], [-0.08947, -0.10026, -0.31947], [0.89128, -0.02877, 0.84390], [0.74893, 0.21549, 2.01326], [2.25274, -0.35166, 0.26093], [3.24221, -0.58092, -0.29640], [-2.09092, -0.33850, 0.52720], [-2.03358, 0.17240, -1.16354], [-1.66585, 1.33967, 0.10722], [0.38918, 0.49964, -1.10650], [0.00369, -1.13821, -0.67366]], "forces_ev_per_a": [[0.00, 0.03, 0.12], [0.06, 0.00, -0.02], [0.07, 0.01, -0.01], [-0.17, -0.16, -1.03], [0.94, -0.13, -0.17], [-1.08, 0.24, 0.69], [0.11, 0.12, 0.01], [0.12, 0.01, 0.25], [0.02, -0.14, 0.08], [-0.06, -0.11, 0.07], [-0.01, 0.14, 0.01]]}

No. 3
{"formula": "C4H7NO2", "method": "ωB97M-V/def2-TZVPD", "de_lowest_kcal_mol": 77.93, "charge": 0, "symbols": ["O", "C", "C", "N", "C", "C", "O", "H", "H", "H", "H", "H", "H", "H"], "positions_angstrom": [[1.21907, 1.93287, -1.09756], [0.46213, 1.72820, -0.04055], [-0.63818, 0.77141, -0.50009], [-0.43268, -0.48400, 0.19074], [0.87850, -1.09158, 0.07218], [-1.34907, -1.01046, 1.04993], [-1.18446, -2.01274, 1.71548], [1.95389, 2.50726, -0.82969], [1.63765, -0.41978, 0.49010], [-1.60066, 1.19477, -0.18652], [-0.64278, 0.62297, -1.59287], [0.87019, -2.02244, 0.63897], [1.11586, -1.28875, -0.98062], [-2.28946, -0.42772, 1.07051]], "forces_ev_per_a": [[-0.02, 0.18, 0.39], [-0.04, -0.13, -0.47], [-0.07, 0.04, 0.05], [-0.10, -0.04, 0.16], [0.11, -0.07, 0.00], [0.05, -0.06, 0.06], [-0.08, 0.28, -0.20], [-0.11, -0.02, -0.09], [-0.02, -0.20, -0.06], [0.14, -0.06, -0.06], [0.05, 0.02, 0.16], [0.03, 0.10, -0.11], [-0.04, 0.02, 0.17], [0.11, -0.04, 0.00]]}

No. 4
{"formula": "C23H20N6O4SV", "method": "ωB97M-V/def2-TZVPD", "spin_multiplicity": 4, "s_squared": 3.836, "de_lowest_kcal_mol": 71.22, "charge": -2, "symbols": ["V", "N", "C", "S", "N", "N", "C", "C", "C", "C", "C", "C", "N", "H", "H", "H", "H", "H", "H", "H", "O", "C", "C", "C", "C", "C", "C", "C", "N", "N", "C", "O", "C", "C", "C", "C", "C", "C", "H", "H", "H", "H", "H", "H", "H", "H", "H", "H", "C", "C", "O", "O", "H", "H", "H"], "positions_angstrom": [[0.15851, -1.10328, 0.27210], [3.13714, -0.95182, 3.48222], [1.94293, -0.40297, 3.12094], [2.01541, -1.64690, 0.31501], [0.89467, -1.18117, 3.03792], [-0.11974, -0.75283, 2.24920], [-1.31078, -0.46228, 2.72101], [-2.34496, -0.05110, 1.77058], [-3.47696, 0.73841, 2.12955], [-4.44713, 0.97576, 1.18814], [-4.26852, 0.39577, -0.09727], [-3.09382, -0.22680, -0.39784], [-2.12141, -0.44412, 0.50587], [4.00734, -0.54320, 3.11930], [3.10547, -1.95836, 3.52424], [-1.49538, -0.49929, 3.82570], [-3.48527, 1.16532, 3.11233], [-5.32037, 1.59318, 1.33721], [-5.09001, 0.35900, -0.82225], [-2.89326, -0.60554, -1.37304], [-0.77027, -2.85018, 0.01355], [-0.65966, -3.61977, -1.03872], [-1.05016, -4.96420, -0.85104], [-0.77592, -5.90492, -1.83308], [-0.28361, -5.49702, -3.07029], [-0.04495, -4.16084, -3.37590], [-0.28570, -3.17037, -2.38752], [-0.20384, -1.81719, -2.62754], [-0.03699, -0.83020, -1.74827], [0.04929, 0.38389, -2.23860], [0.36258, 1.26783, -1.32804], [0.41350, 1.08576, -0.06102], [0.63706, 2.62451, -1.84962], [0.50951, 2.99396, -3.20281], [0.69022, 4.32392, -3.55248], [1.01471, 5.32470, -2.61052], [1.13530, 4.91547, -1.28398], [0.96283, 3.58555, -0.89988], [-1.47668, -5.24676, 0.12528], [-0.91848, -6.97203, -1.61850], [-0.01962, -6.24832, -3.81795], [0.18521, -3.79176, -4.38017], [-0.34049, -1.42525, -3.61496], [0.26286, 2.23625, -3.96524], [0.64020, 4.58207, -4.61008], [1.06597, 6.37768, -2.93518], [1.46287, 5.62998, -0.49889], [1.00556, 3.26260, 0.14122], [3.05712, 2.10112, 4.39773], [2.93180, 1.79452, 2.92406], [3.49256, 2.24896, 1.94585], [1.93256, 0.85134, 2.61191], [3.21197, 3.15668, 4.51673], [3.90166, 1.56761, 4.82027], [2.14716, 1.78661, 4.88277]], "forces_ev_per_a": [[-4.10, 1.76, -3.15], [1.49, 0.55, 1.07], [-2.65, -1.66, -1.09], [4.67, -1.46, -0.08], [2.20, 0.78, 1.95], [-0.61, 0.49, 0.11], [-1.40, 0.82, 0.54], [1.00, -0.55, 1.98], [-0.15, -0.16, -0.52], [0.57, -0.51, -0.22], [-1.23, 0.16, -0.22], [1.05, -0.34, 1.06], [-0.19, 0.42, -1.09], [-1.00, -0.46, 0.01], [0.01, 0.10, -0.31], [0.12, 0.30, -0.98], [-0.23, 0.19, 0.41], [-0.07, 0.07, 0.40], [0.39, 0.37, 0.19], [0.16, -0.25, -0.69], [0.34, 0.65, -0.36], [-0.47, -0.52, 0.31], [0.44, 0.20, 0.06], [-0.14, -0.43, -0.05], [0.53, -0.36, -0.85], [-0.97, 0.48, 0.67], [-0.13, -1.78, 1.77], [-0.02, 2.21, -0.46], [-0.46, -2.53, 1.67], [0.48, 1.48, -1.01], [-0.21, 0.40, -0.34], [-0.14, -1.30, 0.25], [-0.46, -0.08, 0.10], [0.10, 0.02, 0.10], [0.30, 0.26, -0.22], [-0.50, -0.54, -0.29], [0.70, 0.63, 0.74], [-0.13, 0.61, -0.22], [0.36, 0.21, -0.51], [-0.04, 0.37, -0.20], [-0.18, 0.06, 0.11], [0.20, -0.41, 0.24], [0.21, -0.11, -0.91], [0.16, 0.43, 0.62], [-0.16, 0.10, 0.14], [0.21, -0.62, 0.33], [-0.45, -0.32, -0.60], [0.16, 0.14, -0.33], [0.09, -0.10, -0.72], [-0.35, -0.99, -2.83], [-0.27, 0.15, 2.53], [0.78, 0.78, 0.52], [0.11, 0.52, 0.09], [0.10, -0.13, 0.02], [-0.20, -0.08, 0.26]]}

No. 5
{"formula": "C18H47BO13S4", "method": "ωB97M-V/def2-TZVPD", "energy_ha": -3309.7180, "smiles": "BOC[C@H](C)C(C)C.CCOS(C)(=O)=O.CCOS(C)(=O)=O.CCOS(C)(=O)=O.CCOS(C)(=O)=O", "charge": 0, "symbols": ["B", "O", "C", "C", "C", "C", "C", "C", "H", "H", "H", "H", "H", "H", "H", "H", "H", "H", "H", "H", "H", "H", "H", "O", "S", "O", "O", "C", "C", "C", "H", "H", "H", "H", "H", "H", "H", "H", "O", "S", "O", "O", "C", "C", "C", "H", "H", "H", "H", "H", "H", "H", "H", "O", "S", "O", "O", "C", "C", "C", "H", "H", "H", "H", "H", "H", "H", "H", "O", "S", "O", "O", "C", "C", "C", "H", "H", "H", "H", "H", "H", "H", "H"], "positions_angstrom": [[-5.04804, -0.82218, -3.16372], [-4.11080, -1.44120, -2.44371], [-3.82458, -0.90517, -1.12317], [-2.97671, 0.34381, -1.17222], [-1.78473, 0.12016, -2.10571], [-2.50092, 0.80909, 0.22927], [-3.45841, 1.86963, 0.77118], [-2.37901, -0.30743, 1.25919], [-5.64646, 0.12386, -2.73942], [-5.34548, -1.24820, -4.23791], [-3.31892, -1.70049, -0.59179], [-4.77419, -0.74889, -0.61666], [-3.55576, 1.15990, -1.59529], [-1.08513, 0.94480, -2.04351], [-2.09522, 0.03599, -3.13870], [-1.25999, -0.80406, -1.87039], [-1.51890, 1.25075, 0.10872], [-4.43495, 1.41636, 0.91112], [-3.54308, 2.70642, 0.08392], [-3.08693, 2.25871, 1.71609], [-1.86027, 0.08085, 2.13044], [-1.82147, -1.16072, 0.89142], [-3.35809, -0.61902, 1.61138], [-0.50152, 1.20530, -4.97436], [-0.15423, 2.45784, -5.57114], [-0.72073, 3.67313, -5.07359], [-0.40404, 2.35844, -7.14084], [-1.71154, 1.93226, -7.58108], [-2.77205, 3.00254, -7.41591], [1.59691, 2.62560, -5.63457], [-1.98572, 1.01268, -7.06151], [-1.58277, 1.68990, -8.63374], [-2.95677, 3.22501, -6.36641], [-3.70804, 2.66504, -7.86113], [-2.46217, 3.92774, -7.90149], [2.02530, 1.71277, -6.03802], [1.93148, 2.78619, -4.61234], [1.84219, 3.48597, -6.25087], [-2.37780, -1.89207, 4.18680], [-1.59168, -1.80562, 5.37757], [-0.16748, -1.93056, 5.31050], [-2.16040, -2.82449, 6.46168], [-2.29348, -4.20799, 6.07148], [-0.96506, -4.93412, 5.99565], [-1.98532, -0.32146, 6.23775], [-2.83665, -4.26641, 5.12683], [-2.92137, -4.65261, 6.84059], [-0.33856, -4.54122, 5.19675], [-1.13483, -5.99362, 5.80369], [-0.41588, -4.82728, 6.93093], [-3.06486, -0.23566, 6.31922], [-1.58056, 0.49824, 5.64730], [-1.51399, -0.35002, 7.21621], [0.64506, 3.40362, 3.32334], [1.17001, 2.81072, 2.13100], [0.32461, 2.05478, 1.25887], [2.45443, 1.95025, 2.50500], [2.29919, 0.90328, 3.49401], [1.56301, -0.29852, 2.94727], [1.99965, 4.04400, 1.18650], [1.81157, 1.30906, 4.38216], [3.31302, 0.62899, 3.77776], [0.52904, -0.05426, 2.70504], [1.55032, -1.10588, 3.67682], [2.03918, -0.64972, 2.03206], [2.66046, 4.60557, 1.84018], [1.22994, 4.69155, 0.77272], [2.55178, 3.55811, 0.38687], [4.06657, -1.96073, 0.76506], [4.43628, -1.58513, -0.56586], [4.16232, -2.44812, -1.67187], [5.98216, -1.19521, -0.57009], [6.91808, -2.17361, -0.07131], [7.14392, -3.32365, -1.03269], [3.80242, 0.01901, -0.92284], [6.58481, -2.52746, 0.90575], [7.84337, -1.62074, 0.07657], [6.24472, -3.92438, -1.15700], [7.93519, -3.97075, -0.65377], [7.43173, -2.95077, -2.01540], [4.03336, 0.68331, -0.09398], [2.72492, -0.08147, -1.03914], [4.24850, 0.36965, -1.84953]], "forces_ev_per_a": [[-0.52, 0.03, -0.33], [0.10, 0.31, 0.40], [-0.33, -0.31, -0.16], [0.83, -0.07, -0.12], [-0.15, -0.17, 0.02], [-0.59, -0.12, -0.08], [0.50, -0.12, -0.10], [0.14, 0.42, 0.03], [0.06, 0.09, 0.16], [0.22, -0.12, -0.07], [0.22, -0.16, -0.02], [-0.14, 0.18, 0.09], [-0.29, 0.11, -0.13], [0.14, 0.18, 0.03], [-0.06, 0.00, -0.22], [0.15, -0.11, 0.18], [0.10, 0.13, -0.07], [-0.30, 0.10, 0.13], [-0.10, 0.13, -0.12], [-0.11, 0.01, 0.22], [0.15, -0.01, 0.16], [0.10, -0.23, 0.00], [-0.15, -0.28, -0.02], [-0.09, 0.04, 0.10], [0.15, -0.01, -0.38], [-0.03, -0.04, 0.12], [0.15, 0.14, 0.14], [-0.51, -0.16, -0.16], [0.10, 0.11, 0.16], [0.03, -0.01, -0.02], [0.09, 0.04, 0.09], [0.17, 0.02, 0.01], [0.00, -0.03, 0.01], [0.03, -0.05, -0.05], [-0.02, -0.02, -0.05], [-0.02, -0.01, -0.01], [-0.04, 0.00, 0.02], [-0.01, 0.01, 0.00], [0.07, -0.18, -0.13], [-0.15, 0.25, 0.46], [0.03, -0.07, -0.13], [0.09, 0.17, -0.07], [-0.04, -0.52, -0.15], [0.12, 0.18, -0.04], [-0.02, 0.00, 0.02], [0.03, 0.13, -0.02], [-0.03, 0.15, 0.07], [-0.02, 0.00, -0.02], [-0.07, -0.01, 0.04], [-0.03, -0.04, 0.02], [-0.01, -0.01, 0.00], [0.01, -0.02, -0.04], [0.01, -0.01, 0.00], [-0.24, -0.16, 0.02], [0.61, 0.08, -0.06], [-0.11, 0.07, 0.11], [-0.06, 0.22, -0.16], [-0.11, -0.52, 0.38], [-0.17, 0.07, -0.25], [0.02, 0.01, -0.01], [-0.04, 0.14, -0.10], [0.08, 0.16, -0.14], [-0.01, -0.02, 0.06], [0.08, 0.03, 0.05], [0.08, -0.07, 0.04], [0.01, -0.02, 0.01], [-0.03, -0.01, 0.01], [-0.01, -0.01, -0.01], [-0.04, -0.22, -0.02], [0.17, 0.49, -0.10], [-0.07, -0.14, 0.12], [-0.16, 0.06, -0.11], [0.33, -0.37, 0.17], [-0.19, 0.01, -0.10], [-0.01, 0.06, 0.02], [-0.12, 0.04, -0.03], [-0.07, 0.14, -0.03], [0.00, 0.00, 0.03], [0.04, 0.06, 0.04], [0.05, 0.01, 0.01], [0.01, -0.02, 0.02], [-0.01, -0.06, 0.03], [0.02, -0.02, -0.01]]}

No. 6
{"formula": "C3H5ClN2", "method": "ωB97M-V/def2-TZVPD", "smiles": "[H]/N=C(\\N)C(=C)Cl", "de_lowest_kcal_mol": 9.29, "charge": 0, "symbols": ["C", "C", "C", "H", "H", "H", "H", "H", "N", "N", "Cl"], "positions_angstrom": [[0.88071, -0.35882, 0.53808], [-0.52068, -0.19174, 0.07874], [-1.52858, -1.00362, 0.38753], [2.66292, 0.52406, 0.22877], [1.32340, 1.23397, -0.41820], [2.18580, -1.46893, 1.31692], [-2.54805, -1.00915, -0.05617], [-1.36108, -1.66502, 1.32700], [1.67499, 0.75011, 0.38730], [1.21962, -1.49224, 0.95094], [-0.91259, 0.99441, -1.04659]], "forces_ev_per_a": [[-0.35, 0.20, -0.36], [-1.39, -1.47, 0.26], [0.01, -1.43, 2.74], [-0.58, 0.09, 0.34], [0.12, 0.88, -0.17], [-0.46, -0.13, -0.35], [1.09, 0.35, 0.32], [-0.26, 0.80, -2.09], [0.87, 0.19, -0.41], [0.81, -1.07, 1.23], [0.13, 1.61, -1.51]]}

- Number 2 is which compound?
  C4H5NO

- What is the formula in the fourth record?
  C23H20N6O4SV